Formula: C3H11NOS2
Source: the OMol25 dataset
Level of theory: wB97M-V/def2-TZVPD

The geometry in XYZ format:
```
18
Properties=species:S:1:pos:R:3
S 2.6381 1.7780 0.6554
S 1.6828 -0.0983 0.8577
C 0.0123 0.3007 0.5787
C -0.7596 -0.8792 0.1785
C -0.4591 -1.2102 -1.3709
N -1.6088 -1.8610 -2.0658
H 2.0714 2.0437 1.8307
H -0.4861 0.6926 1.6498
H -0.4290 0.8843 -0.2681
H -0.4187 -1.9227 0.7307
H -1.8160 -0.8028 0.3817
H -0.1624 -0.2136 -1.7984
H 0.5042 -1.8521 -1.3588
H -1.5725 -1.9585 -3.0197
H -1.6658 -2.7224 -1.5868
H -3.9971 0.2135 -0.9287
H -5.3302 -0.3019 -0.3516
O -4.6667 0.3529 -0.1684
```

HOMO energy = -8.87 eV
F_max = 6.1 eV Å⁻¹
HOMO-LUMO gap = 9.299 eV
Relative energy (zero: lowest compared OMol25 entry of this formula, charge and spin) = 45.0 kcal per mole
Calculated total energy = -1047.19557 Eh

natural (NBO) atomic charge list, values in e, 6 entries: -0.127, 0.147, -0.619, -0.410, -0.223, -0.850

Formula: C3H11NOS2
Source: the OMol25 dataset
Level of theory: wB97M-V/def2-TZVPD

The geometry in XYZ format:
```
18
Properties=species:S:1:pos:R:3
N 0.6559 -0.0902 1.9810
C 0.0346 1.1401 1.5351
C -0.9457 1.7276 2.5272
C -0.6314 0.9564 0.1445
S 0.6369 0.7431 -1.1077
S -0.3098 -0.7530 -2.2858
H 0.6131 -0.2716 2.9782
H 0.2146 -0.8979 1.5689
H 0.8819 1.8156 1.3422
H -1.8573 1.1255 2.6254
H -0.5421 1.8704 3.5318
H -1.3642 2.7145 2.2906
H -1.3108 0.1032 0.2684
H -1.3218 1.7739 -0.0603
H 0.4615 -0.3551 -3.3312
H 1.1211 -3.3054 0.9953
H 0.4161 -3.0105 -0.3392
O 0.2332 -3.1226 0.6048
```

HOMO energy = -8.25 eV
F_max = 1.6 eV Å⁻¹
HOMO-LUMO gap = 8.584 eV
Relative energy (zero: lowest compared OMol25 entry of this formula, charge and spin) = 9.8 kcal per mole
Calculated total energy = -1047.25181 Eh

natural (NBO) atomic charge list, values in e, 6 entries: -0.850, -0.058, -0.628, -0.552, 0.116, -0.167

Formula: C3H11NP
Source: the OMol25 dataset
Level of theory: wB97M-V/def2-TZVPD

The geometry in XYZ format:
```
16
Properties=species:S:1:pos:R:3
C -0.4126 -2.1181 -0.2455
C 2.2055 0.6384 -0.0745
C -0.5946 0.4574 -0.2262
N -2.0240 0.8997 0.1192
P 0.6876 1.2262 0.7867
H -0.2175 -2.3550 -1.2718
H -1.3172 -2.3402 0.2266
H 0.3550 -1.9367 0.3616
H 2.5153 1.4465 -0.6286
H 1.8998 -0.3183 -0.7438
H 3.0236 0.2989 0.6030
H -0.3638 0.6905 -1.3739
H -2.1441 1.7627 -0.3598
H -1.8829 1.1508 1.1083
H -2.5301 0.1263 -0.2309
H 0.7999 0.3709 1.9496
```

HOMO energy (spin up / spin down) = -12.57 / -12.58 eV
F_max = 4.1 eV Å⁻¹
HOMO-LUMO gap (spin up / spin down) = 7.701 / 8.412 eV
Net charge = +1
Relative energy (zero: lowest compared OMol25 entry of this formula, charge and spin) = 150.5 kcal per mole
Calculated total energy = -516.57487 Eh

natural (NBO) atomic charge list, values in e, 6 entries: -0.358, -0.901, -0.477, -0.726, 0.555, 0.205

Formula: C3H11NS
Source: the OMol25 dataset
Level of theory: wB97M-V/def2-TZVPD

The geometry in XYZ format:
```
16
Properties=species:S:1:pos:R:3
C 1.4427 0.3416 0.7034
C 0.1486 0.3481 -0.1413
C 0.0084 1.5716 -1.0987
N -0.0637 -0.8708 -0.8873
H 1.3969 -0.4831 1.4162
H 2.3261 0.2441 0.0569
H 1.5017 1.3013 1.2535
H -0.7221 0.4181 0.5462
H 0.6904 1.5573 -1.9726
H 0.1912 2.5088 -0.5383
H -1.0189 1.5985 -1.4717
H -0.7554 -1.3835 -0.3069
H -2.5232 -1.0025 0.1488
H 0.7861 -1.4309 -0.8452
S -1.2607 -1.8677 1.6554
H -2.1480 -2.8509 1.4817
```

HOMO energy = -8.91 eV
F_max = 3.6 eV Å⁻¹
HOMO-LUMO gap = 6.853 eV
Relative energy (zero: lowest compared OMol25 entry of this formula, charge and spin) = 82.5 kcal per mole
Calculated total energy = -573.70003 Eh

natural (NBO) atomic charge list, values in e, 6 entries: -0.627, -0.053, -0.607, -0.863, 0.206, 0.205

Formula: C3H11NS
Source: the OMol25 dataset
Level of theory: wB97M-V/def2-TZVPD

The geometry in XYZ format:
```
16
Properties=species:S:1:pos:R:3
C -0.0126 2.4092 0.7358
N 0.5221 1.2574 0.0013
C 1.9251 1.0066 0.3832
H -1.0848 2.4986 0.5673
H 0.1474 2.2456 1.8000
H 0.4566 3.3502 0.4398
H 0.5180 1.5049 -0.9836
H -0.2771 -0.1529 0.1570
H 2.4911 1.9418 0.4075
H 2.3867 0.3254 -0.3289
H 1.9404 0.5271 1.3612
C -0.5373 -2.0277 -1.4007
S -1.0526 -1.3940 0.2268
H -1.1174 -1.5539 -2.1907
H 0.5210 -1.8419 -1.5771
H -0.7141 -3.0999 -1.4129
```

HOMO energy = -7.97 eV
F_max = 1.4 eV Å⁻¹
HOMO-LUMO gap = 8.826 eV
Relative energy (zero: lowest compared OMol25 entry of this formula, charge and spin) = 18.2 kcal per mole
Calculated total energy = -573.80250 Eh

natural (NBO) atomic charge list, values in e, 6 entries: -0.418, -0.601, -0.419, 0.211, 0.201, 0.180

Formula: C3H11NS2
Source: the OMol25 dataset
Level of theory: wB97M-V/def2-TZVPD

The geometry in XYZ format:
```
17
Properties=species:S:1:pos:R:3
C -1.5385 -1.8318 -1.0537
S -2.9844 -2.2827 -2.1607
S -2.8461 -4.2920 -2.4733
H -2.0210 -1.7107 -0.0942
H -0.9521 -0.9750 -1.3669
H -0.9488 -2.7481 -1.0836
H -3.6374 -4.6539 -1.4534
C 2.2649 2.7504 1.0881
C 1.6424 1.3232 0.9892
N 0.1333 1.5572 0.9462
H 2.2923 2.9979 2.1512
H 3.3194 2.6061 0.8465
H 1.7251 3.4327 0.4650
H 1.8400 0.8676 0.0174
H 2.1133 0.7099 1.7556
H -0.1025 1.4511 -0.0354
H -0.2998 0.7983 1.4620
```

HOMO energy = -9.20 eV
F_max = 2.7 eV Å⁻¹
HOMO-LUMO gap = 9.754 eV
Relative energy (zero: lowest compared OMol25 entry of this formula, charge and spin) = 18.7 kcal per mole
Calculated total energy = -971.98838 Eh

natural (NBO) atomic charge list, values in e, 6 entries: -0.721, 0.046, -0.119, 0.217, 0.222, 0.232

Among the records above, which one has the highest calculated total energy? C3H11NP

calculated total energy of number 4 (C3H11NS)? -573.70003 Eh